[1]
63
Properties=species:S:1:pos:R:3 method="wB97M-V/def2-TZVPD" total_charge=+1 multiplicity=1 orbital_gap_ha=0.187 e_tot_ev=-32801.4211
C -3.359 2.746 1.310
C -3.895 3.981 2.010
I -2.302 5.002 3.005
C -4.521 4.991 1.065
N -5.692 4.422 0.315
C -6.647 3.850 1.155
N -7.347 4.582 2.036
N -6.859 2.560 1.032
H -4.147 2.229 0.762
H -2.602 3.042 0.584
H -2.894 2.076 2.027
H -4.575 3.724 2.823
H -4.815 5.898 1.597
H -3.795 5.255 0.301
H -6.104 5.144 -0.272
H -7.016 5.538 2.104
H -7.523 4.227 2.971
H -6.607 2.111 0.164
H -7.227 1.992 1.782
C 0.677 -1.618 -2.144
C -0.101 -0.312 -2.120
N 0.499 0.690 -1.254
C -0.369 1.818 -0.987
C -0.768 2.725 -2.159
C 1.894 1.009 -1.530
C 2.250 1.504 -2.935
H 0.830 -1.995 -1.132
H 0.123 -2.369 -2.709
H 1.652 -1.507 -2.619
H -1.107 -0.507 -1.732
H -0.235 0.038 -3.155
H 0.100 2.429 -0.209
H -1.286 1.413 -0.542
H 0.052 3.365 -2.480
H -1.589 3.382 -1.857
H -1.110 2.149 -3.019
H 2.486 0.117 -1.320
H 2.212 1.745 -0.787
H 1.783 0.894 -3.709
H 3.330 1.443 -3.080
H 1.960 2.541 -3.101
C 5.124 -6.116 1.742
C 5.022 -4.910 0.821
N 3.696 -4.743 0.248
C 3.653 -3.793 -0.848
C 3.968 -2.324 -0.543
C 2.602 -4.663 1.203
C 2.655 -3.560 2.268
H 4.785 -7.018 1.232
H 6.161 -6.261 2.046
H 4.534 -5.991 2.651
H 5.713 -5.045 -0.015
H 5.370 -4.018 1.366
H 2.662 -3.859 -1.307
H 4.356 -4.144 -1.609
H 3.157 -1.835 -0.002
H 4.110 -1.779 -1.479
H 4.885 -2.213 0.038
H 2.531 -5.626 1.713
H 1.676 -4.573 0.628
H 3.641 -3.496 2.731
H 1.936 -3.781 3.059
H 2.407 -2.578 1.866



[2]
75
Properties=species:S:1:pos:R:3 method="wB97M-V/def2-TZVPD" total_charge=0 multiplicity=1 orbital_gap_ha=0.257 e_tot_ev=-80080.9820 smiles="O=C(O)C[C@@H]1OS(=O)(=O)O[C@H]1I.CN(C)P(=O)(N(C)C)N(C)C.CN(C)P(=O)(N(C)C)N(C)C"
O -0.052 -3.641 0.314
C 0.398 -2.490 0.076
O -0.081 -1.830 -1.092
C 1.493 -1.932 1.094
C 1.744 -0.356 1.022
O 0.411 0.238 1.222
S 0.374 1.728 0.450
O -0.575 1.836 -0.723
O 0.014 2.679 1.546
O 1.986 1.742 -0.105
C 2.171 0.300 -0.394
I 4.217 -0.191 -1.026
H 0.619 -1.959 -1.784
H 2.472 -2.496 0.932
H 1.087 -2.146 2.153
H 2.543 0.036 1.757
H 1.432 0.176 -1.270
C 1.460 5.010 -2.558
N 2.742 4.405 -2.897
C 3.639 4.599 -1.752
P 3.589 4.580 -4.393
O 4.138 3.140 -4.377
N 2.530 4.165 -5.760
C 1.091 3.956 -5.651
C 2.993 2.999 -6.555
N 3.041 6.279 -4.444
C 2.099 6.870 -5.388
C 4.275 7.102 -4.533
H 1.527 6.088 -2.382
H 1.065 4.559 -1.639
H 0.694 4.826 -3.306
H 3.965 5.645 -1.683
H 4.530 3.972 -1.841
H 3.156 4.331 -0.808
H 0.835 3.169 -4.936
H 0.667 3.664 -6.623
H 0.518 4.848 -5.409
H 2.768 2.049 -6.055
H 4.066 3.045 -6.750
H 2.504 2.968 -7.535
H 2.271 6.563 -6.424
H 2.159 7.965 -5.373
H 1.072 6.679 -5.086
H 4.777 6.944 -5.495
H 4.976 6.829 -3.736
H 4.068 8.169 -4.418
C -2.664 -6.815 4.185
N -2.205 -5.659 4.945
C -1.911 -6.107 6.310
P -2.937 -4.090 4.942
O -1.603 -3.335 5.084
N -3.114 -3.487 3.279
C -2.903 -4.297 2.084
C -2.347 -2.247 2.998
N -4.529 -4.895 4.852
C -5.462 -4.874 3.731
C -5.297 -4.407 6.028
H -3.585 -7.252 4.583
H -1.900 -7.603 4.207
H -2.806 -6.599 3.131
H -2.836 -6.304 6.868
H -1.345 -5.346 6.852
H -1.307 -7.019 6.317
H -1.903 -4.737 2.046
H -3.026 -3.689 1.175
H -3.638 -5.085 1.932
H -1.282 -2.453 2.841
H -2.447 -1.519 3.806
H -2.713 -1.751 2.092
H -5.584 -3.884 3.284
H -6.460 -5.202 4.042
H -5.186 -5.614 2.982
H -5.521 -3.339 5.927
H -4.719 -4.548 6.949
H -6.236 -4.950 6.160



[3]
75
Properties=species:S:1:pos:R:3 method="wB97M-V/def2-TZVPD" total_charge=0 relative_energy_kcal_mol=36.6 multiplicity=1 orbital_gap_ha=0.269 e_tot_ev=-73471.5714
N 3.649 4.736 0.248
C 2.909 4.092 -0.373
O 2.027 3.574 -1.162
O 0.891 3.189 -0.364
S -0.343 2.668 -1.453
O 0.031 3.200 -2.718
O -1.661 3.533 -1.041
C -2.408 2.937 0.034
C -3.657 3.788 0.242
O -4.810 3.120 -0.297
C -5.785 4.029 -0.546
O -6.852 3.702 -0.970
H -2.703 1.911 -0.194
H -1.843 2.921 0.965
H -3.496 4.706 -0.325
H -3.761 4.084 1.286
H -5.618 5.092 -0.318
O -3.214 -2.215 -2.169
P -4.676 -2.468 -1.853
N -5.078 -0.902 -1.270
C -5.819 -0.559 -0.076
C -4.951 0.207 -2.209
N -4.398 -3.643 -0.603
C -4.388 -3.282 0.799
C -3.288 -4.553 -0.871
N -6.327 -2.966 -1.943
C -7.178 -2.287 -2.920
C -6.988 -4.045 -1.231
H -6.766 -1.106 0.020
H -6.077 0.500 -0.065
H -5.223 -0.725 0.825
H -5.875 0.356 -2.784
H -4.142 0.029 -2.920
H -4.715 1.138 -1.696
H -3.616 -2.534 1.034
H -4.209 -4.164 1.418
H -5.360 -2.904 1.121
H -2.316 -4.107 -0.633
H -3.276 -4.849 -1.920
H -3.404 -5.467 -0.281
H -7.751 -1.481 -2.447
H -7.882 -2.971 -3.394
H -6.581 -1.853 -3.722
H -7.332 -3.707 -0.249
H -6.353 -4.916 -1.105
H -7.866 -4.399 -1.779
O 5.048 -0.763 2.935
P 5.647 -0.007 1.764
N 6.745 -1.216 1.224
C 8.136 -1.053 0.864
C 6.170 -2.476 0.769
N 6.384 1.252 2.708
C 7.776 1.201 3.098
C 5.583 1.696 3.845
N 5.848 0.952 0.343
C 5.368 0.388 -0.918
C 6.362 2.306 0.228
H 8.309 -0.230 0.159
H 8.526 -1.951 0.384
H 8.761 -0.900 1.746
H 5.922 -2.446 -0.301
H 5.255 -2.705 1.318
H 6.852 -3.311 0.940
H 8.010 0.316 3.706
H 8.043 2.091 3.673
H 8.436 1.220 2.228
H 5.680 1.027 4.708
H 4.528 1.751 3.577
H 5.891 2.700 4.148
H 6.187 -0.083 -1.474
H 4.915 1.146 -1.559
H 4.600 -0.365 -0.741
H 7.454 2.303 0.159
H 6.059 2.942 1.052
H 5.984 2.801 -0.671